<one>
Molecular formula: C5H6N4O2
Method: DFT, ωB97M-V/def2-TZVPD

Summary:
Multiplicity ... 1
HOMO ... -8.253 eV
HOMO-LUMO gap ... 8.70 eV
Net charge ... 0
Structure (SMILES) ... [O-][N+]1=Cc2nccn2NCO1

Element x y z (Å)
O  -0.986  2.360  3.136
N  -0.804  1.645  2.142
C  -1.643  1.243  1.282
C  -1.541  0.203  0.274
N  -2.413  -0.200  -0.630
C  -1.866  -1.179  -1.373
C  -0.659  -1.434  -0.826
N  -0.405  -0.581  0.107
N  0.765  -0.536  0.750
C  1.264  0.873  0.928
O  0.717  1.372  2.178
H  -2.686  1.624  1.502
H  -2.248  -1.367  -2.353
H  0.091  -2.047  -1.267
H  1.409  -1.332  0.553
H  2.332  1.271  0.974
H  0.606  1.504  0.227

---

<two>
Molecular formula: C5H6N4O2
Method: DFT, ωB97M-V/def2-TZVPD

Summary:
Multiplicity ... 1
HOMO (alpha / beta) ... -8.768 / -8.773 eV
HOMO-LUMO gap (alpha / beta) ... 7.98 / 7.98 eV
Net charge ... 0

Element x y z (Å)
C  2.100  -0.421  1.038
C  3.040  0.041  0.284
C  -1.486  -1.045  -0.201
C  0.685  -0.453  -0.860
C  -0.696  0.188  -0.709
N  2.801  0.343  -1.104
N  -0.565  -2.150  -0.298
N  1.682  0.117  -1.533
N  0.565  -1.818  -0.665
O  -0.598  1.240  0.208
O  -1.248  0.619  -1.914
H  1.705  -0.840  1.923
H  4.058  0.311  0.526
H  -1.793  -0.924  0.841
H  -2.365  -1.243  -0.817
H  -1.448  1.698  0.253
H  -0.669  1.275  -2.322

---

Stability, highest: <two>

---

<one>
Molecular formula: C10H10N2
Method: DFT, ωB97M-V/def2-TZVPD

Summary:
Multiplicity ... 1
HOMO ... -9.464 eV
HOMO-LUMO gap ... 10.33 eV
Net charge ... 0
Structure (SMILES) ... c1ccncc1.c1ccncc1

Element x y z (Å)
C  0.778  -0.631  1.728
C  -0.621  -0.662  1.791
C  -1.366  0.494  1.895
N  -0.778  1.727  2.029
C  0.589  1.737  1.925
C  1.335  0.585  1.903
H  1.346  -1.535  1.705
H  -1.214  -1.621  1.645
H  -2.429  0.558  1.817
H  1.077  2.709  2.047
H  2.375  0.771  1.779
C  0.648  0.582  -1.973
C  1.136  -0.716  -2.014
C  0.208  -1.824  -1.843
N  -1.115  -1.634  -1.785
C  -1.584  -0.381  -1.674
C  -0.731  0.726  -1.760
H  1.390  1.404  -2.043
H  2.170  -0.956  -2.153
H  0.534  -2.839  -1.932
H  -2.694  -0.174  -1.600
H  -1.056  1.681  -1.489

---

<two>
Molecular formula: C10H10N2
Method: DFT, ωB97M-V/def2-TZVPD

Summary:
Multiplicity ... 1
HOMO ... -8.955 eV
HOMO-LUMO gap ... 9.70 eV
Net charge ... 0
Structure (SMILES) ... c1ccncc1.c1ccncc1

Element x y z (Å)
C  0.374  2.323  -3.195
C  0.315  2.280  -1.747
C  0.124  1.068  -1.116
N  -0.011  -0.044  -1.769
C  0.157  -0.037  -3.162
C  0.243  1.203  -3.786
H  0.854  3.137  -3.996
H  0.579  3.109  -1.068
H  -0.178  0.928  -0.036
H  -0.098  -0.877  -3.741
H  0.508  0.914  -4.893
C  -0.412  -2.337  3.153
C  -0.103  -1.153  3.783
C  0.061  0.024  3.085
N  -0.051  0.146  1.778
C  -0.259  -1.020  1.182
C  -0.642  -2.251  1.801
H  -0.244  -3.346  3.627
H  -0.324  -1.046  4.936
H  0.085  0.990  3.802
H  -0.107  -0.951  0.217
H  -0.870  -3.061  1.143

---

Stability, highest: <one>

---

<one>
Molecular formula: C3H17N2O3
Method: DFT, ωB97M-V/def2-TZVPD

Summary:
Multiplicity ... 1
HOMO ... -13.371 eV
HOMO-LUMO gap ... 10.70 eV
Net charge ... +1

Element x y z (Å)
N  0.368  -1.399  -0.113
C  0.034  -0.384  -1.167
C  0.588  -0.813  -2.507
C  0.422  1.052  -0.834
N  -0.019  1.233  0.603
H  -0.416  -1.527  0.553
H  1.120  -1.014  0.489
H  0.499  -2.328  -0.491
H  -1.065  -0.344  -1.323
H  0.456  -0.015  -3.241
H  0.163  -1.685  -3.003
H  1.645  -1.062  -2.667
H  1.486  1.112  -0.880
H  0.188  1.897  -1.555
H  0.725  1.781  1.031
H  -0.869  1.834  0.585
H  -2.584  -1.656  2.166
H  -1.589  -0.691  2.852
O  -1.758  -1.167  2.048
H  -1.465  3.930  1.033
H  -3.028  3.883  0.564
O  -2.181  3.405  0.616
H  3.047  -2.290  1.271
H  1.993  -1.888  2.443
O  2.241  -1.864  1.529

---

<two>
Molecular formula: C3H17N2O3
Method: DFT, ωB97M-V/def2-TZVPD

Summary:
Multiplicity ... 1
HOMO ... -12.782 eV
HOMO-LUMO gap ... 9.94 eV
Net charge ... +1

Element x y z (Å)
N  1.359  0.306  -0.157
C  0.485  1.475  -0.379
C  -0.983  1.014  -0.333
N  -1.138  -0.198  -1.098
C  -1.957  -1.249  -0.509
H  0.842  -0.554  -0.379
H  2.235  0.349  -0.662
H  1.625  0.213  0.847
H  0.701  2.207  0.397
H  0.697  1.979  -1.315
H  -1.262  0.847  0.700
H  -1.555  1.866  -0.700
H  -1.307  -0.076  -2.081
H  -1.662  -1.427  0.515
H  -1.740  -2.169  -1.015
H  -3.031  -1.056  -0.499
H  3.182  0.829  4.605
H  4.100  -0.264  3.974
O  3.223  -0.093  4.327
H  -1.750  -1.014  -5.490
H  -2.728  -2.132  -5.109
O  -2.421  -1.262  -4.840
H  0.066  0.367  2.936
H  1.420  -0.333  3.208
O  0.974  0.299  2.619

---

Stability, highest: <two>

---

<one>
Molecular formula: C8H17N
Method: DFT, ωB97M-V/def2-TZVPD

Summary:
Multiplicity ... 1
HOMO ... -9.398 eV
HOMO-LUMO gap ... 10.21 eV
Net charge ... 0
Structure (SMILES) ... [H]/N=C(\C)CCC(C)(C)C

Element x y z (Å)
H  1.505  -2.197  -3.086
N  1.761  -1.890  -2.149
C  1.181  -0.802  -1.779
C  0.897  0.370  -2.703
C  1.448  -0.359  -0.316
C  0.113  -0.785  0.255
C  -0.694  0.174  1.119
C  -0.989  1.492  0.395
C  -2.023  -0.505  1.476
C  0.088  0.462  2.412
H  0.737  0.024  -3.723
H  0.009  0.904  -2.369
H  1.742  1.058  -2.706
H  1.586  0.719  -0.257
H  2.271  -0.944  0.084
H  -0.353  -1.001  -0.921
H  0.167  -1.781  0.690
H  -1.556  2.156  1.051
H  -1.586  1.314  -0.503
H  -0.074  2.014  0.110
H  -2.626  0.147  2.108
H  -2.594  -0.735  0.577
H  -1.851  -1.431  2.024
H  -0.510  1.079  3.082
H  0.330  -0.465  2.930
H  1.019  0.983  2.199

---

<two>
Molecular formula: C8H17N
Method: DFT, ωB97M-V/def2-TZVPD

Summary:
Multiplicity ... 1
HOMO ... -9.031 eV
HOMO-LUMO gap ... 10.16 eV
Net charge ... 0
Structure (SMILES) ... C[C@H]([C@H]1C[C@@H]1C)[C@@H](C)N

Element x y z (Å)
C  -1.956  1.428  -0.249
C  -0.747  0.560  -0.624
C  -0.541  -0.502  0.434
C  -1.309  -1.800  0.403
C  0.166  -1.794  0.105
C  1.153  -2.347  1.077
C  0.520  1.439  -0.852
C  1.111  2.035  0.428
N  1.584  0.696  -1.541
H  -2.078  2.259  -0.951
H  -2.875  0.833  -0.274
H  -1.865  1.841  0.761
H  -0.995  0.075  -1.578
H  -0.395  -0.069  1.420
H  -1.644  -2.217  1.347
H  -1.991  -1.983  -0.421
H  0.448  -2.011  -0.920
H  1.048  -1.899  2.071
H  2.171  -2.148  0.727
H  1.030  -3.430  1.174
H  0.243  2.270  -1.513
H  1.926  2.728  0.190
H  1.525  1.263  1.086
H  0.359  2.594  0.993
H  1.195  0.234  -2.362
H  1.914  -0.054  -0.934

---

Stability, highest: <two>

---

<one>
Molecular formula: C10H16
Method: DFT, ωB97M-V/def2-TZVPD

Summary:
Multiplicity ... 2
HOMO (alpha / beta) ... 0.674 / -3.385 eV
HOMO-LUMO gap (alpha / beta) ... 3.27 / 7.25 eV
Net charge ... -1

Element x y z (Å)
C  -0.173  2.603  -0.984
C  -1.593  2.179  -0.567
H  0.559  2.440  -0.181
H  0.277  2.065  -1.868
H  -0.123  3.671  -0.897
H  -1.423  1.830  0.427
H  -2.280  2.981  -0.469
H  -2.080  1.578  -1.233
C  -1.160  -1.412  0.867
C  -1.136  -1.812  2.419
C  0.143  -1.149  0.262
C  1.196  -0.589  0.983
C  0.147  -1.410  -1.082
C  2.271  -0.105  0.138
C  1.241  -0.943  -1.926
C  2.206  -0.144  -1.284
H  -1.500  -2.428  0.413
H  -1.746  -0.557  0.581
H  -2.005  -1.998  2.931
H  1.379  -0.204  1.988
H  -0.469  -2.165  -1.613
H  3.236  0.177  0.684
H  1.342  -1.080  -2.970
H  2.828  0.445  -2.040
H  -0.409  -1.182  2.967
H  -0.727  -2.792  2.451

---

<two>
Molecular formula: C10H16
Method: DFT, ωB97M-V/def2-TZVPD

Summary:
Multiplicity ... 2
HOMO (alpha / beta) ... 0.804 / -3.214 eV
HOMO-LUMO gap (alpha / beta) ... 2.80 / 6.78 eV
Net charge ... -1

Element x y z (Å)
C  0.842  -2.209  1.088
C  2.161  -1.445  1.158
C  -0.319  -1.288  0.776
C  -1.524  -1.441  1.414
C  -0.135  -0.225  -0.165
C  -2.584  -0.486  1.247
C  -1.173  0.730  -0.337
C  -2.368  0.591  0.323
H  0.981  -3.068  0.410
H  0.635  -2.722  2.028
H  2.046  -0.518  1.719
H  -1.650  -2.150  2.223
H  0.780  -0.136  -0.741
H  -3.289  -0.378  2.065
H  -0.907  1.599  -0.918
H  -3.188  1.283  0.140
H  2.589  -1.286  0.170
H  2.948  -1.982  1.709
C  1.308  2.884  -1.762
C  2.036  2.132  -2.873
H  1.831  3.802  -1.446
H  0.268  3.037  -1.995
H  1.468  2.390  -0.804
H  1.470  1.201  -2.978
H  3.041  1.876  -2.571
H  2.090  2.618  -3.844

---

Stability, highest: <two>

---

<one>
Molecular formula: C6H12S
Method: DFT, ωB97M-V/def2-TZVPD

Summary:
Multiplicity ... 1
HOMO ... -8.512 eV
HOMO-LUMO gap ... 8.62 eV
Net charge ... 0

Element x y z (Å)
C  -0.283  0.007  -1.362
C  -0.804  -0.697  -0.378
C  -3.191  -0.991  0.490
C  3.250  1.058  0.891
C  -1.951  -0.157  0.525
C  2.256  -0.015  0.665
S  2.990  -1.423  0.146
H  0.572  -0.323  -1.989
H  -0.562  1.040  -1.560
H  -3.559  -1.088  1.538
H  -4.015  -0.533  -0.161
H  -3.005  -1.966  0.174
H  4.357  0.896  1.045
H  2.896  1.806  1.599
H  3.389  1.723  0.058
H  -2.106  0.842  0.409
H  -1.560  -0.123  1.594
H  -0.463  -1.714  -0.252
H  4.359  -1.028  0.158

---

<two>
Molecular formula: C6H12S
Method: DFT, ωB97M-V/def2-TZVPD

Summary:
Multiplicity ... 1
HOMO ... -9.011 eV
HOMO-LUMO gap ... 9.95 eV
Net charge ... 0
Structure (SMILES) ... C=C[C@@H](C)[C@@H](C)S

Element x y z (Å)
C  1.163  0.490  -1.947
C  0.828  -0.367  -1.013
C  -0.633  -0.492  -0.320
C  -0.801  -1.874  0.131
C  -0.687  0.611  0.694
C  0.516  0.612  1.643
S  -1.066  2.350  0.182
H  2.171  0.781  -2.202
H  0.400  0.900  -2.533
H  1.560  -0.834  -0.461
H  -1.432  -0.432  -0.971
H  -0.492  -2.147  1.193
H  -0.261  -2.527  -0.482
H  -1.844  -2.192  -0.113
H  -1.637  0.418  1.397
H  1.406  1.148  1.127
H  0.818  -0.335  1.911
H  0.201  1.157  2.623
H  -0.212  2.734  -0.860

---

Stability, highest: <two>